Record 1
Density functional theory data (ωB97M-V with the def2-TZVPD basis set) for a molecular structure, C21H40Cl3DyN4O3SSi at a distorted geometry.

Properties
**HOMO-LUMO gap (alpha / beta)**: 7.884 / 7.888 eV
**Total energy**: -114901.0540 eV
**HOMO energy (alpha / beta)**: -7.92 / -7.92 eV
**Energy relative to the best compared isomer or geometry (same formula, charge and spin)**: 49.9 kJ/mol
**Molar mass**: 725.59 g/mol

ORCA input file:
```
! RIJCOSX wB97M-V def2-TZVPD def2/J DEFGRID3
* xyz 0 6
C 1.872 -2.659 -1.444
C 2.942 -1.612 -1.345
H 1.884 -3.149 -2.423
H 0.868 -2.239 -1.273
H 2.019 -3.441 -0.683
C 3.891 -1.411 -2.265
C 4.082 -2.192 -3.523
H 4.622 -0.613 -2.113
H 3.303 -2.940 -3.702
H 5.044 -2.723 -3.537
H 4.104 -1.513 -4.384
Dy -0.261 0.317 0.541
Cl 0.590 -1.122 2.501
Cl -1.717 -1.403 -0.624
H -3.651 3.297 4.139
H -4.275 0.837 5.029
C -3.649 2.856 3.135
C -4.239 0.556 3.972
N -3.327 1.428 3.239
H -2.882 3.337 2.518
C -2.478 0.874 2.403
O -2.003 1.495 1.392
H -3.847 -0.462 3.880
H -2.173 -0.168 2.622
H -4.636 3.002 2.672
H -5.251 0.590 3.538
H 0.734 -0.404 -3.104
H 2.711 1.158 -3.552
C 0.053 0.460 -3.161
C 1.961 1.957 -3.671
N 0.792 1.682 -2.845
H -0.775 0.319 -2.458
C 0.522 2.399 -1.755
O -0.330 2.064 -0.900
H 2.395 2.917 -3.364
H 1.114 3.328 -1.646
H -0.337 0.533 -4.185
H 1.663 2.008 -4.727
O 1.733 0.135 -0.321
C 2.817 -0.680 -0.140
C 4.273 1.441 -0.287
C 4.066 0.150 0.204
H 3.486 1.902 -0.886
C 5.451 2.129 0.032
H 2.612 -1.334 0.729
C 5.015 -0.426 1.049
H 5.597 3.139 -0.357
C 6.421 1.524 0.836
C 6.196 0.247 1.355
H 4.817 -1.417 1.458
H 7.338 2.060 1.077
H 6.939 -0.222 2.001
Si -5.456 -3.669 -1.348
Cl -4.329 -4.775 -2.687
C -5.838 -2.054 -2.216
C -4.393 -3.484 0.175
C -7.010 -4.635 -0.941
H -4.906 -1.548 -2.502
H -6.411 -1.381 -1.565
H -6.427 -2.238 -3.125
H -7.611 -4.815 -1.842
H -7.629 -4.085 -0.218
H -6.753 -5.607 -0.499
H -3.458 -2.984 -0.120
H -4.138 -4.460 0.611
H -4.874 -2.864 0.945
N 2.418 4.305 3.617
C 1.359 3.503 3.299
N 0.419 3.579 4.267
S 1.319 2.594 1.908
H 2.350 4.982 4.362
H 3.171 4.385 2.952
H -0.412 3.014 4.244
H 0.515 4.225 5.037
*
```

---

Record 2
Density functional theory data (ωB97M-V with the def2-TZVPD basis set) for a molecular structure, C21H40Cl3N4O4PtSi at a distorted geometry.

Properties
**HOMO-LUMO gap (alpha / beta)**: 3.754 / 5.526 eV
**Total energy**: -85271.6464 eV
**HOMO energy (alpha / beta)**: -1.62 / -3.40 eV
**Energy relative to the best compared isomer or geometry (same formula, charge and spin)**: 0.0 kJ/mol
**Molar mass**: 742.10 g/mol

ORCA input file:
```
! RIJCOSX wB97M-V def2-TZVPD def2/J DEFGRID3
* xyz -1 3
C -1.467 -2.066 -2.334
C -1.034 -3.065 -1.317
H -1.156 -2.358 -3.342
H -1.032 -1.081 -2.099
H -2.562 -1.938 -2.340
C -0.557 -4.290 -1.596
C -0.388 -4.874 -2.959
H -0.263 -4.959 -0.783
H -0.618 -4.177 -3.772
H -1.024 -5.761 -3.090
H 0.643 -5.227 -3.101
Pt -0.049 0.175 1.093
Cl -2.367 0.234 1.355
Cl -0.251 1.039 -1.119
H 0.677 4.568 4.333
H -1.457 5.618 3.143
C 1.016 4.249 3.336
C -1.010 5.226 2.223
N -0.152 4.069 2.466
H 1.562 3.302 3.399
C -0.329 2.945 1.794
O 0.556 2.025 1.888
H -1.809 4.920 1.543
H -1.243 2.800 1.197
H 1.654 5.037 2.914
H -0.447 6.046 1.762
H 1.506 -1.701 -2.252
H 2.428 -3.769 -1.059
C 2.301 -1.088 -1.798
C 3.234 -3.094 -0.720
N 2.735 -1.728 -0.555
H 1.922 -0.077 -1.613
C 2.609 -1.185 0.658
O 2.094 -0.043 0.893
H 3.622 -3.443 0.245
H 2.988 -1.819 1.489
H 3.153 -1.072 -2.497
H 4.032 -3.117 -1.479
O -0.059 -1.731 0.343
C -1.139 -2.574 0.132
C 0.121 -4.106 1.749
C -1.082 -3.685 1.190
H 1.042 -3.600 1.455
C 0.124 -5.158 2.670
H -2.084 -2.011 0.233
C -2.278 -4.294 1.551
H 1.075 -5.481 3.091
C -1.073 -5.785 3.027
C -2.277 -5.350 2.462
H -3.187 -3.924 1.073
H -1.066 -6.613 3.737
H -3.215 -5.833 2.728
Si -0.392 4.839 -4.590
Cl -0.637 3.402 -6.063
C 1.434 4.852 -4.181
C -1.458 4.273 -3.164
C -0.957 6.485 -5.302
H 1.754 3.857 -3.843
H 1.636 5.579 -3.383
H 2.026 5.125 -5.064
H -0.358 6.762 -6.180
H -0.853 7.279 -4.550
H -2.010 6.438 -5.611
H -1.156 3.282 -2.800
H -2.507 4.224 -3.486
H -1.378 4.989 -2.336
N 0.383 -1.230 5.280
C 0.078 -0.246 4.388
N -0.311 0.951 4.909
O 0.209 -0.543 3.168
H 0.358 -1.122 6.290
H 0.660 -2.126 4.912
H -0.611 1.735 4.333
H -0.332 1.017 5.923
*
```

---

Record 3
Density functional theory data (ωB97M-V with the def2-TZVPD basis set) for a molecular structure, C21H40FN5S at a distorted geometry.

Properties
**HOMO-LUMO gap**: 7.561 eV
**Total energy**: -43428.7522 eV
**HOMO energy**: -7.91 eV
**Molar mass**: 413.65 g/mol

ORCA input file:
```
! RIJCOSX wB97M-V def2-TZVPD def2/J DEFGRID3
* xyz 0 1
C 4.899 -1.889 -1.056
C 3.560 -1.217 -1.265
F 2.957 -1.135 -0.010
C 2.620 -2.029 -2.172
C 1.175 -1.706 -1.880
C 0.278 -2.648 -1.467
N 0.663 -3.994 -1.300
C -1.078 -2.287 -1.182
C -1.525 -1.020 -1.282
C -0.628 -0.005 -1.694
N -0.875 1.285 -1.840
S 0.478 1.975 -2.360
N 1.442 0.682 -2.408
C 0.727 -0.362 -2.010
H 5.602 -1.150 -0.677
H 4.771 -2.646 -0.289
H 5.316 -2.300 -1.970
H 3.644 -0.217 -1.674
H 2.801 -3.088 -2.029
H 2.837 -1.817 -3.218
H 1.092 -4.382 -2.125
H -0.107 -4.567 -0.992
H -1.784 -3.047 -0.878
H -2.549 -0.751 -1.069
C 3.003 -2.583 6.488
C 3.608 -1.302 5.933
N 4.444 -1.517 4.767
C 5.215 -0.345 4.392
C 4.458 0.901 3.914
C 3.823 -2.237 3.669
C 2.551 -1.646 3.047
H 3.782 -3.306 6.736
H 2.446 -2.360 7.399
H 2.307 -3.048 5.789
H 4.229 -0.855 6.714
H 2.793 -0.586 5.738
H 5.936 -0.637 3.623
H 5.822 -0.062 5.259
H 4.086 0.785 2.897
H 5.134 1.760 3.910
H 3.619 1.150 4.564
H 3.595 -3.249 4.014
H 4.571 -2.379 2.885
H 1.853 -1.275 3.799
H 2.032 -2.417 2.473
H 2.775 -0.840 2.354
C -3.345 1.891 -3.858
C -4.492 2.885 -3.942
N -5.731 2.379 -3.379
C -6.880 3.218 -3.674
C -6.914 4.636 -3.090
C -5.643 1.884 -2.017
C -5.160 2.849 -0.925
H -3.605 0.954 -4.356
H -2.464 2.302 -4.354
H -3.062 1.675 -2.833
H -4.671 3.116 -4.996
H -4.173 3.828 -3.469
H -7.784 2.686 -3.366
H -6.953 3.298 -4.764
H -7.155 4.633 -2.028
H -7.691 5.218 -3.591
H -5.971 5.164 -3.230
H -4.981 1.014 -2.016
H -6.620 1.483 -1.734
H -4.307 3.446 -1.249
H -4.843 2.281 -0.048
H -5.950 3.523 -0.597
*
```

---

Record 4
Density functional theory data (ωB97M-V with the def2-TZVPD basis set) for 7 unconnected molecules or ions with the total composition C21H40O21S3 at a distorted geometry.

Properties
**HOMO-LUMO gap**: 10.063 eV
**Total energy**: -97916.5192 eV
**SMILES string**: CCOS(C)(=O)=O.CCOS(C)(=O)=O.CCOS(C)(=O)=O.O=C1OCCO1.O=C1OCCO1.O=C1OCCO1.O=C1OCCO1
**HOMO energy**: -10.03 eV
**Energy relative to the best compared isomer or geometry (same formula, charge and spin)**: 19.0 kJ/mol
**Molar mass**: 724.73 g/mol

ORCA input file:
```
! RIJCOSX wB97M-V def2-TZVPD def2/J DEFGRID3
* xyz 0 1
C -0.074 -3.699 5.262
C -0.055 -2.423 4.416
O 0.789 -1.438 4.982
S 0.908 -0.104 4.041
C 1.999 0.953 4.944
O 1.586 -0.458 2.873
O -0.442 0.380 4.175
H -0.853 -4.179 4.827
H -0.235 -3.559 6.345
H 0.925 -4.121 5.254
H 0.121 -2.572 3.473
H -1.040 -1.942 4.251
H 3.036 0.341 4.981
H 1.648 1.038 5.985
H 1.972 1.932 4.457
C -3.044 1.898 2.440
C -2.354 3.240 2.407
O -1.189 3.187 1.514
S -0.021 4.405 1.795
C 0.871 4.686 0.330
O -0.902 5.495 2.161
O 0.829 3.625 2.629
H -2.234 1.391 2.887
H -3.205 1.577 1.479
H -3.953 2.050 2.806
H -3.129 3.847 1.782
H -2.036 3.762 3.277
H 0.272 5.359 -0.298
H 1.151 3.911 -0.176
H 1.648 5.003 0.878
C -0.437 2.167 -6.668
C -1.056 3.083 -5.498
O -0.228 4.167 -5.106
S -1.072 5.409 -4.361
C -2.001 4.632 -3.114
O -0.070 6.190 -3.736
O -1.817 5.971 -5.434
H -0.363 2.895 -7.596
H -1.118 1.501 -6.983
H 0.342 1.445 -6.343
H -1.937 3.412 -5.906
H -1.314 2.503 -4.567
H -1.606 3.958 -2.642
H -2.819 4.073 -3.634
H -2.602 5.337 -2.538
O -2.472 -2.915 1.595
C -3.527 -3.246 0.897
O -3.470 -3.544 -0.247
C -4.690 -4.121 -0.774
C -5.504 -4.311 0.529
O -4.653 -3.631 1.465
H -5.211 -3.598 -1.338
H -4.509 -4.927 -1.307
H -5.610 -5.344 0.723
H -6.491 -3.798 0.412
O 5.529 -1.770 1.982
C 4.764 -2.552 1.578
O 3.761 -2.453 0.535
C 2.898 -3.519 0.518
C 3.512 -4.498 1.573
O 4.508 -3.786 2.218
H 1.895 -3.036 0.798
H 2.721 -4.010 -0.382
H 3.955 -5.215 1.162
H 2.827 -4.935 2.226
O 2.849 -0.765 -6.028
C 3.258 -1.029 -4.943
O 4.514 -0.593 -4.473
C 4.814 -0.950 -3.115
C 3.397 -1.473 -2.706
O 2.581 -1.583 -3.928
H 5.609 -1.757 -3.149
H 5.338 -0.079 -2.691
H 2.833 -0.959 -1.942
H 3.511 -2.593 -2.303
O -0.680 0.372 -2.656
C -0.588 -0.013 -1.454
O -0.967 0.681 -0.483
C -0.689 0.095 0.660
C 0.081 -1.167 0.331
O 0.040 -1.127 -0.994
H -0.087 0.735 1.271
H -1.661 -0.077 1.117
H -0.484 -2.027 0.686
H 1.205 -0.814 0.585
*
```

---

Record 5
Density functional theory data (ωB97M-V with the def2-TZVPD basis set) for a molecular structure, C21H41BrClIN4O6P at a distorted geometry.

Properties
**HOMO-LUMO gap**: 5.581 eV
**Total energy**: -140633.8648 eV
**HOMO energy**: -10.72 eV
**Molar mass**: 718.82 g/mol

ORCA input file:
```
! RIJCOSX wB97M-V def2-TZVPD def2/J DEFGRID3
* xyz 1 1
N 0.714 -1.853 0.795
C 1.961 -1.749 0.906
C 2.570 -1.358 2.238
C 3.768 -0.469 2.029
C 3.782 0.905 2.303
C 2.572 1.583 2.922
O 2.152 2.630 2.577
O 2.044 0.883 3.953
P 1.998 1.690 5.464
N 3.409 1.058 6.168
O 0.870 0.732 6.118
C 4.907 1.683 2.001
C 4.965 3.175 2.225
N 5.779 3.453 3.412
C 6.030 1.048 1.454
Br 7.560 2.015 1.016
N 6.044 -0.289 1.229
I 7.735 -1.228 0.458
C 4.939 -1.028 1.507
Cl 5.023 -2.705 1.230
H 0.486 -2.103 -0.166
H 2.645 -1.893 0.072
H 2.856 -2.243 2.800
H 1.777 -0.865 2.773
H 3.958 0.414 5.611
H 3.980 1.797 6.551
H 0.778 -0.085 5.608
H 3.986 3.630 2.249
H 5.479 3.614 1.378
H 6.017 4.436 3.418
H 5.244 3.272 4.253
C 2.508 2.300 -0.647
C 3.485 2.841 -1.674
O 4.120 1.835 -2.443
C 3.264 1.009 -3.219
C 2.436 1.762 -4.243
H 3.000 1.595 0.022
H 2.093 3.112 -0.052
H 1.678 1.772 -1.118
H 4.296 3.369 -1.167
H 2.996 3.575 -2.322
H 2.618 0.408 -2.567
H 3.927 0.311 -3.731
H 1.745 2.465 -3.777
H 1.846 1.063 -4.835
H 3.083 2.328 -4.914
C -2.847 -3.113 2.281
C -2.896 -2.034 1.214
O -3.530 -2.437 0.013
C -4.886 -2.836 0.121
C -5.808 -1.750 0.650
H -2.346 -4.004 1.900
H -2.300 -2.751 3.153
H -3.843 -3.408 2.614
H -1.881 -1.765 0.928
H -3.362 -1.122 1.605
H -4.975 -3.747 0.723
H -5.191 -3.102 -0.891
H -5.554 -1.456 1.669
H -6.839 -2.104 0.654
H -5.747 -0.859 0.023
C -4.834 -1.567 -3.730
C -5.504 -0.205 -3.772
O -6.136 0.093 -5.002
C -7.174 -0.785 -5.398
C -8.333 -0.859 -4.420
H -4.099 -1.658 -4.531
H -4.326 -1.704 -2.773
H -5.551 -2.381 -3.845
H -4.752 0.574 -3.640
H -6.213 -0.098 -2.942
H -6.773 -1.786 -5.598
H -7.529 -0.397 -6.352
H -8.028 -1.257 -3.451
H -9.114 -1.510 -4.814
H -8.755 0.132 -4.253
*
```

---

Record 6
Density functional theory data (ωB97M-V with the def2-TZVPD basis set) for a molecular structure, C21H41IrN7OSi4 at a distorted geometry.

Properties
**HOMO-LUMO gap (alpha / beta)**: 6.092 / 5.156 eV
**Total energy**: -69254.2073 eV
**HOMO energy (alpha / beta)**: -13.17 / -13.01 eV
**Energy relative to the best compared isomer or geometry (same formula, charge and spin)**: 305.5 kJ/mol
**Molar mass**: 712.17 g/mol

ORCA input file:
```
! RIJCOSX wB97M-V def2-TZVPD def2/J DEFGRID3
* xyz 2 2
Ir -0.130 1.618 0.510
C 0.964 3.799 0.305
C 0.354 3.543 1.555
C 1.143 2.573 2.223
C 2.274 2.301 1.395
C 2.147 3.030 0.219
H 0.614 4.507 -0.431
H -0.464 4.099 1.986
H 1.005 2.260 3.246
H 3.104 1.661 1.651
H 2.841 3.046 -0.605
C 0.068 -1.442 3.103
Si 1.606 -1.791 2.115
C 1.828 -3.561 1.630
C 3.121 -1.033 2.869
Si 1.029 -0.353 0.010
Si 3.247 -0.471 -1.150
C 2.744 0.210 -2.819
C 4.531 0.612 -0.324
C 3.895 -2.210 -1.216
Si -0.115 -2.300 -1.265
C 0.815 -3.799 -1.839
C -0.758 -1.293 -2.711
C -1.464 -2.808 -0.066
H 0.128 -1.908 4.092
H -0.824 -1.833 2.610
H -0.059 -0.366 3.241
H 2.081 -4.145 2.522
H 2.642 -3.693 0.916
H 0.919 -3.987 1.206
H 3.328 -1.529 3.824
H 2.986 0.029 3.078
H 4.005 -1.158 2.243
H 2.190 1.146 -2.723
H 2.133 -0.496 -3.385
H 3.637 0.417 -3.418
H 4.291 1.671 -0.384
H 5.493 0.474 -0.826
H 4.684 0.355 0.726
H 3.179 -2.928 -1.608
H 4.239 -2.556 -0.239
H 4.762 -2.219 -1.884
H 1.385 -3.597 -2.748
H 0.083 -4.577 -2.077
H 1.493 -4.212 -1.093
H -0.122 -1.421 -3.589
H -0.827 -0.222 -2.509
H -1.758 -1.650 -2.980
H -1.166 -3.664 0.542
H -2.367 -3.104 -0.612
H -1.743 -2.004 0.608
N -2.840 5.096 -2.768
N -2.550 4.305 -1.703
N -3.259 4.350 -0.596
C -2.712 3.375 0.110
N -1.720 2.782 -0.570
N -1.627 3.401 -1.741
H -3.355 5.923 -2.503
H -2.065 5.219 -3.401
H -3.035 3.105 1.100
N -4.459 -0.547 -2.130
C -4.511 -1.152 -0.914
O -4.966 -2.253 -0.718
C -3.860 -0.398 0.220
C -4.461 -0.359 1.472
C -3.788 0.255 2.515
C -2.515 0.746 2.299
N -1.920 0.679 1.103
C -2.597 0.138 0.073
H -4.966 -0.980 -2.887
H -4.262 0.435 -2.216
H -5.435 -0.809 1.618
H -4.242 0.347 3.492
H -1.950 1.199 3.103
H -2.096 0.119 -0.883
*
```

---

Copy entry 6 word for word.
Density functional theory data (ωB97M-V with the def2-TZVPD basis set) for a molecular structure, C21H41IrN7OSi4 at a distorted geometry.

Properties
**HOMO-LUMO gap (alpha / beta)**: 6.092 / 5.156 eV
**Total energy**: -69254.2073 eV
**HOMO energy (alpha / beta)**: -13.17 / -13.01 eV
**Energy relative to the best compared isomer or geometry (same formula, charge and spin)**: 305.5 kJ/mol
**Molar mass**: 712.17 g/mol

ORCA input file:
```
! RIJCOSX wB97M-V def2-TZVPD def2/J DEFGRID3
* xyz 2 2
Ir -0.130 1.618 0.510
C 0.964 3.799 0.305
C 0.354 3.543 1.555
C 1.143 2.573 2.223
C 2.274 2.301 1.395
C 2.147 3.030 0.219
H 0.614 4.507 -0.431
H -0.464 4.099 1.986
H 1.005 2.260 3.246
H 3.104 1.661 1.651
H 2.841 3.046 -0.605
C 0.068 -1.442 3.103
Si 1.606 -1.791 2.115
C 1.828 -3.561 1.630
C 3.121 -1.033 2.869
Si 1.029 -0.353 0.010
Si 3.247 -0.471 -1.150
C 2.744 0.210 -2.819
C 4.531 0.612 -0.324
C 3.895 -2.210 -1.216
Si -0.115 -2.300 -1.265
C 0.815 -3.799 -1.839
C -0.758 -1.293 -2.711
C -1.464 -2.808 -0.066
H 0.128 -1.908 4.092
H -0.824 -1.833 2.610
H -0.059 -0.366 3.241
H 2.081 -4.145 2.522
H 2.642 -3.693 0.916
H 0.919 -3.987 1.206
H 3.328 -1.529 3.824
H 2.986 0.029 3.078
H 4.005 -1.158 2.243
H 2.190 1.146 -2.723
H 2.133 -0.496 -3.385
H 3.637 0.417 -3.418
H 4.291 1.671 -0.384
H 5.493 0.474 -0.826
H 4.684 0.355 0.726
H 3.179 -2.928 -1.608
H 4.239 -2.556 -0.239
H 4.762 -2.219 -1.884
H 1.385 -3.597 -2.748
H 0.083 -4.577 -2.077
H 1.493 -4.212 -1.093
H -0.122 -1.421 -3.589
H -0.827 -0.222 -2.509
H -1.758 -1.650 -2.980
H -1.166 -3.664 0.542
H -2.367 -3.104 -0.612
H -1.743 -2.004 0.608
N -2.840 5.096 -2.768
N -2.550 4.305 -1.703
N -3.259 4.350 -0.596
C -2.712 3.375 0.110
N -1.720 2.782 -0.570
N -1.627 3.401 -1.741
H -3.355 5.923 -2.503
H -2.065 5.219 -3.401
H -3.035 3.105 1.100
N -4.459 -0.547 -2.130
C -4.511 -1.152 -0.914
O -4.966 -2.253 -0.718
C -3.860 -0.398 0.220
C -4.461 -0.359 1.472
C -3.788 0.255 2.515
C -2.515 0.746 2.299
N -1.920 0.679 1.103
C -2.597 0.138 0.073
H -4.966 -0.980 -2.887
H -4.262 0.435 -2.216
H -5.435 -0.809 1.618
H -4.242 0.347 3.492
H -1.950 1.199 3.103
H -2.096 0.119 -0.883
*
```

---

Which formula does entry 6 have?
C21H41IrN7OSi4

---

The highest molar mass belongs to which entry?
C21H40Cl3N4O4PtSi